{"formula": "ClF", "method": "the ωB97M-V functional and the def2-TZVPD basis", "species": ["F", "Cl"], "coordinates": [[-0.67373, -0.35201, -0.23689], [0.67373, 0.35201, 0.23689]], "atomic_forces_ev_per_a": [[-0.9, -0.5, -0.3], [0.9, 0.5, 0.3]], "homo_energy_ev": -11.752, "de_lowest_ev": 0.016, "total_energy_ha": -559.972832, "molar_mass_g_mol": 54.5, "smiles": "FCl"}